No. 1
{"formula": "C34H49N7PS2", "method": "ωB97M-V/def2-TZVPD", "species": ["C", "C", "P", "C", "C", "C", "S", "C", "S", "N", "C", "C", "C", "C", "H", "H", "H", "H", "H", "H", "H", "H", "H", "H", "H", "H", "H", "H", "H", "H", "H", "H", "H", "N", "C", "C", "C", "C", "H", "H", "H", "H", "H", "N", "C", "C", "C", "C", "H", "H", "H", "H", "H", "N", "C", "C", "C", "C", "H", "H", "H", "H", "H", "N", "C", "C", "C", "C", "H", "H", "H", "H", "H", "N", "C", "C", "C", "C", "H", "H", "H", "H", "H", "N", "C", "C", "C", "C", "H", "H", "H", "H", "H"], "coordinates": [[7.4983, -0.4496, 5.3693], [7.5887, 0.2331, 4.3890], [7.4752, 1.0376, 2.8916], [7.5351, 2.8254, 3.1407], [6.5874, 3.5556, 2.1396], [5.5553, 4.3584, 2.9436], [4.1099, 4.8109, 1.9427], [2.7822, 4.6174, 3.1447], [1.7787, 5.8532, 3.3737], [2.6940, 3.3319, 3.7483], [2.3050, 3.3952, 5.1746], [3.3195, 4.2052, 5.9884], [1.7462, 2.5238, 2.8845], [0.6135, 1.8265, 3.6189], [7.3658, -0.9980, 6.2798], [6.2850, 0.6877, 2.2593], [8.5083, 0.5757, 2.0748], [8.5799, 3.1038, 3.0159], [7.2630, 2.9919, 4.1797], [7.1924, 4.1880, 1.4996], [6.0146, 2.8336, 1.5622], [5.9821, 5.2627, 3.3691], [5.1950, 3.7099, 3.7347], [1.3297, 3.8442, 5.3586], [2.3322, 2.4056, 5.6217], [3.1672, 3.9863, 7.0430], [4.3307, 3.8688, 5.7648], [3.2524, 5.2720, 5.8111], [1.2961, 3.1912, 2.1533], [2.3118, 1.7963, 2.3026], [0.1290, 1.1721, 2.8954], [-0.1185, 2.5523, 3.9576], [0.9511, 1.1795, 4.4235], [4.0168, -0.0445, 5.7992], [4.1868, -1.3784, 5.5304], [4.3168, -2.0331, 6.7264], [4.2171, -1.0575, 7.7574], [4.0291, 0.1577, 7.1543], [3.8987, 0.6767, 5.1100], [4.1994, -1.7450, 4.5179], [4.4622, -3.0929, 6.8508], [4.2718, -1.2308, 8.8187], [3.9031, 1.1431, 7.5704], [-3.0716, -0.4046, 2.8541], [-3.2034, -1.1664, 1.7249], [-3.3619, -0.3175, 0.6627], [-3.3212, 1.0099, 1.1705], [-3.1400, 0.9223, 2.5244], [-2.9483, -0.7642, 3.7819], [-3.1768, -2.2412, 1.7749], [-3.4970, -0.6132, -0.3644], [-3.4176, 1.9221, 0.6062], [-3.0573, 1.6858, 3.2788], [-4.0410, -2.2663, -3.0955], [-4.7312, -1.2559, -3.7079], [-6.0006, -1.7040, -3.9514], [-6.0797, -3.0383, -3.4617], [-4.8551, -3.3541, -2.9391], [-3.0826, -2.2168, -2.8053], [-4.2625, -0.3099, -3.9167], [-6.7858, -1.1371, -4.4249], [-6.9363, -3.6924, -3.4859], [-4.4960, -4.2543, -2.4713], [-8.9510, -2.7308, -5.7616], [-10.1561, -3.1366, -5.2588], [-11.1412, -2.5989, -6.0433], [-10.5048, -1.8404, -7.0628], [-9.1552, -1.9439, -6.8617], [-8.0531, -2.9720, -5.3830], [-10.2096, -3.7695, -4.3899], [-12.2003, -2.7338, -5.9037], [-10.9834, -1.2851, -7.8515], [-8.3249, -1.5264, -7.4029], [-6.6219, -1.4504, -9.8922], [-5.8010, -2.0493, -10.8085], [-6.0420, -1.4732, -12.0262], [-7.0465, -0.4849, -11.8360], [-7.3819, -0.4944, -10.5094], [-6.6609, -1.6785, -8.9175], [-5.1207, -2.8305, -10.5167], [-5.5541, -1.7300, -12.9511], [-7.4727, 0.1576, -12.5877], [-8.0929, 0.0932, -9.9543], [5.6492, -1.9441, 0.1063], [6.7535, -1.9906, 0.9194], [7.6901, -2.7881, 0.3185], [7.1333, -3.2379, -0.9068], [5.8784, -2.7013, -1.0087], [4.8029, -1.4404, 0.2949], [6.7783, -1.4620, 1.8559], [8.6645, -3.0252, 0.7117], [7.6011, -3.8839, -1.6293], [5.1306, -2.7948, -1.7767]], "forces_ev_per_angstrom": [[-0.22, -0.01, 0.49], [-0.06, -0.41, -0.20], [0.32, 0.52, 0.17], [-0.02, -0.22, -0.69], [-0.01, 0.12, 0.92], [-0.08, -0.30, -0.35], [-0.19, 0.00, 0.03], [0.51, 0.04, 0.08], [-0.15, 0.06, 0.04], [-0.59, 0.13, 0.06], [0.71, 0.71, 0.55], [0.03, -0.48, -0.11], [0.24, -0.22, -0.09], [0.15, -0.12, -0.38], [0.06, -0.06, -0.04], [-0.05, -0.03, 0.03], [-0.08, 0.03, -0.12], [0.08, 0.11, 0.07], [-0.05, 0.05, 0.10], [-0.15, -0.02, -0.31], [0.15, 0.02, -0.39], [0.10, 0.01, 0.09], [-0.23, 0.03, 0.22], [-0.23, -0.17, -0.26], [-0.25, -0.29, -0.40], [-0.14, 0.24, 0.12], [0.18, 0.04, -0.09], [0.01, 0.12, 0.07], [-0.05, 0.07, -0.07], [0.23, -0.06, 0.11], [-0.17, 0.05, -0.07], [-0.09, -0.08, 0.27], [0.00, 0.09, 0.20], [0.02, 0.01, -0.06], [0.08, 0.09, -0.05], [0.09, 0.02, 0.00], [0.05, 0.02, -0.02], [0.07, 0.02, -0.04], [-0.11, 0.02, 0.01], [-0.05, -0.04, 0.00], [-0.04, -0.02, 0.01], [-0.03, -0.01, 0.01], [-0.01, -0.01, 0.02], [0.07, 0.02, -0.05], [0.02, -0.01, 0.04], [0.05, 0.00, -0.03], [0.05, 0.00, -0.03], [0.03, -0.01, 0.07], [-0.04, -0.01, 0.02], [-0.03, -0.01, -0.01], [-0.06, 0.00, 0.00], [-0.02, 0.00, 0.00], [-0.04, 0.02, 0.00], [-0.05, 0.02, 0.03], [0.08, -0.01, -0.02], [-0.07, -0.02, -0.03], [-0.03, 0.04, -0.05], [0.06, -0.02, 0.00], [0.02, -0.01, 0.00], [-0.01, 0.01, -0.02], [-0.01, 0.03, 0.05], [0.00, -0.01, 0.07], [-0.02, -0.02, -0.01], [0.01, -0.03, 0.00], [0.03, 0.01, 0.01], [0.00, 0.00, 0.00], [-0.02, 0.01, -0.01], [0.03, -0.02, 0.05], [0.02, -0.01, -0.02], [-0.02, 0.00, 0.01], [-0.01, 0.00, 0.00], [0.00, -0.01, -0.01], [-0.02, 0.05, 0.00], [0.03, 0.04, -0.05], [-0.01, -0.02, 0.04], [0.00, 0.02, -0.01], [0.01, 0.00, -0.01], [-0.02, -0.02, 0.05], [0.02, -0.04, 0.01], [0.00, -0.01, -0.02], [0.00, 0.00, -0.01], [0.00, 0.00, -0.01], [-0.02, 0.00, -0.01], [0.09, 0.06, 0.00], [-0.05, 0.08, -0.06], [0.05, 0.06, 0.01], [-0.01, 0.00, -0.02], [-0.02, 0.01, 0.02], [-0.05, -0.05, -0.02], [-0.08, -0.19, 0.14], [0.00, -0.02, 0.00], [0.01, -0.01, 0.00], [0.00, -0.02, -0.01]], "mulliken_charge": [0.62, -0.80, 0.19, -0.72, -0.88, -0.13, -0.16, 0.03, -0.08, 0.44, -0.58, -1.36, -0.72, -1.08, 0.46, 0.10, 0.17, 0.58, 0.49, 0.33, 0.45, 0.41, -0.18, 0.30, 0.42, 0.44, 0.21, 0.39, 0.38, 0.32, 0.41, 0.29, 0.26, 0.34, -0.80, -0.36, -0.72, -0.26, 0.10, 0.46, 0.44, 0.43, 0.38, 0.03, -0.75, 0.01, -0.63, -0.59, 0.20, 0.39, 0.50, 0.40, 0.44, 0.05, -0.77, -0.24, -0.18, -0.83, 0.20, 0.39, 0.52, 0.46, 0.39, 0.04, -0.31, -0.64, -0.40, -0.35, 0.26, 0.38, 0.39, 0.41, 0.21, 0.07, -0.51, -0.37, -0.51, -0.31, 0.17, 0.35, 0.39, 0.39, 0.36, 0.05, -0.50, -0.61, -0.44, -0.48, 0.18, 0.53, 0.40, 0.40, 0.40], "total_energy_ha": -2845.52786, "largest_force_ev_per_a": 1.15, "total_charge": 1, "homo_ev": -9.0, "e_lumo_ev": -3.68, "orbital_gap_ev": 5.3071}


No. 2
{"formula": "C23H30CsN5O5S2Te", "method": "ωB97M-V/def2-TZVPD", "species": ["Cs", "N", "C", "C", "C", "C", "N", "H", "H", "H", "H", "H", "H", "H", "H", "H", "H", "H", "H", "Te", "C", "C", "C", "C", "S", "H", "H", "H", "O", "S", "C", "C", "C", "C", "H", "H", "H", "H", "H", "H", "H", "H", "N", "C", "O", "C", "C", "N", "C", "N", "H", "H", "O", "C", "C", "C", "C", "C", "C", "C", "O", "O", "H", "H", "H", "H", "H"], "coordinates": [[1.3332, -0.5026, -0.5522], [-0.1659, 2.3048, 1.5479], [-1.4168, 2.9804, 1.2559], [-1.1862, 4.1980, 0.3408], [-0.4234, 3.8142, -0.9285], [-1.2901, 3.1088, -1.9738], [-0.5222, 2.0741, -2.6624], [-0.2821, 1.3171, 1.7356], [0.3493, 2.7074, 2.3209], [-1.9637, 3.3058, 2.1523], [-2.0642, 2.2662, 0.7354], [-0.6124, 4.9477, 0.8937], [-2.1543, 4.6501, 0.0921], [0.3613, 3.1205, -0.6298], [0.0621, 4.6882, -1.3710], [-1.7363, 3.8539, -2.6498], [-2.1234, 2.6140, -1.4719], [0.1881, 2.4668, -3.2664], [-1.0977, 1.4452, -3.2096], [2.1649, 0.4853, 4.0480], [4.2092, 0.2882, 4.3818], [4.9838, -0.8444, 4.3725], [6.3621, -0.6202, 4.6421], [6.6527, 0.6904, 4.8644], [5.2220, 1.6464, 4.7460], [4.5639, -1.8178, 4.1593], [7.1100, -1.4035, 4.6600], [7.6057, 1.1513, 5.0717], [-0.4707, -0.8216, 1.2155], [-1.6455, -1.7294, 1.0502], [-1.0903, -3.4180, 1.4631], [-1.1190, -3.5598, 2.9736], [-2.4424, -2.9329, 3.4069], [-2.4871, -1.5787, 2.7120], [-0.1115, -3.5320, 1.0052], [-1.7971, -4.0845, 0.9619], [-0.2878, -2.9973, 3.4071], [-1.0298, -4.6019, 3.2890], [-2.5181, -2.8368, 4.4922], [-3.2716, -3.5625, 3.0674], [-1.8887, -0.8344, 3.2382], [-3.4959, -1.1950, 2.5543], [3.3178, -1.2805, -3.9314], [3.6860, -0.1054, -3.2833], [3.1416, 0.1735, -2.2051], [4.6883, 0.6835, -3.9351], [5.1534, 1.8968, -3.3802], [5.5590, 2.9008, -2.9747], [5.2153, 0.2996, -5.1834], [5.6403, -0.0114, -6.2167], [2.3918, -1.6044, -3.6900], [3.5346, -1.3366, -4.9144], [-3.4972, -3.4002, -2.7847], [-3.7422, -2.1490, -2.2790], [-5.0421, -1.6938, -2.0834], [-5.2702, -0.4322, -1.5519], [-4.1934, 0.3728, -1.2111], [-2.9018, -0.0936, -1.4115], [-2.6575, -1.3482, -1.9508], [-1.2158, -1.8108, -2.1388], [-0.7068, -1.5975, -3.2434], [-0.6611, -2.3337, -1.1313], [-4.3411, -3.8162, -2.9874], [-5.8782, -2.3360, -2.3471], [-6.2863, -0.0898, -1.3992], [-4.3612, 1.3539, -0.7826], [-2.0470, 0.5064, -1.1250]], "forces_ev_per_angstrom": [[0.69, 0.54, 0.17], [0.00, -0.06, 0.06], [0.12, 0.05, -0.17], [0.05, -0.13, -0.01], [-0.08, 0.00, -0.01], [0.12, -0.02, 0.02], [-0.09, -0.08, 0.07], [-0.03, -0.05, 0.03], [0.03, -0.01, -0.02], [-0.04, 0.00, -0.01], [-0.01, -0.01, 0.03], [-0.02, 0.00, 0.03], [0.01, 0.05, 0.03], [0.08, 0.04, -0.02], [-0.02, 0.01, 0.01], [-0.04, -0.02, -0.01], [-0.05, -0.01, 0.00], [0.06, -0.04, 0.04], [0.01, 0.04, -0.04], [-0.42, -0.01, -0.06], [0.47, 0.05, 0.19], [-0.04, -0.03, -0.04], [0.10, 0.00, 0.01], [-0.17, 0.18, 0.03], [-0.02, -0.17, -0.06], [-0.01, 0.00, 0.01], [-0.01, -0.01, -0.01], [0.03, -0.07, 0.00], [-0.95, 0.05, 0.97], [-0.84, -0.28, 1.23], [0.05, 0.16, -0.08], [-0.04, 0.05, 0.06], [0.08, -0.05, 0.00], [0.00, -0.05, -0.25], [-0.04, -0.01, -0.06], [0.04, -0.03, -0.01], [0.01, -0.02, 0.01], [0.02, 0.00, -0.02], [-0.02, 0.02, -0.01], [-0.01, 0.00, 0.02], [0.01, 0.00, -0.01], [0.01, 0.01, 0.02], [-0.03, 0.06, 0.01], [-0.10, -0.06, -0.20], [1.30, 0.40, -1.21], [0.03, 0.01, 0.04], [-0.02, 0.01, 0.05], [-0.01, 0.00, 0.00], [0.08, 0.10, -0.05], [-0.06, -0.09, 0.01], [-0.01, 0.02, 0.01], [0.00, -0.04, 0.01], [-0.02, -0.01, -0.01], [-0.12, 0.02, -0.01], [0.00, -0.03, -0.01], [0.04, -0.03, 0.00], [-0.05, 0.09, 0.02], [-0.06, -0.07, -0.05], [0.12, 0.00, -0.02], [0.04, -0.33, -0.12], [0.08, 0.15, -0.15], [-0.37, -0.41, -0.47], [0.05, 0.02, 0.01], [0.00, 0.00, 0.00], [0.00, 0.01, 0.00], [0.03, 0.00, 0.00], [0.03, 0.07, 0.01]], "mulliken_charge": [1.38, -0.13, -0.01, -0.89, -0.57, 0.01, -0.36, -0.11, 0.13, 0.40, -0.15, 0.38, 0.31, 0.26, 0.36, 0.29, -0.16, 0.23, 0.17, -0.32, -0.24, -0.33, -0.47, -0.41, -0.19, 0.36, 0.31, 0.34, -0.92, 0.89, -0.89, -0.54, -0.54, -0.95, 0.36, 0.35, 0.30, 0.35, 0.32, 0.27, 0.35, 0.34, -0.50, 0.49, -0.64, 0.19, 0.11, -0.66, 0.05, -0.64, 0.25, 0.24, -0.57, 1.26, -0.77, -0.82, -1.19, 0.57, -0.27, -0.32, -0.69, -0.70, 0.29, 0.22, 0.38, 0.40, 1.04], "total_energy_ha": -2629.03762, "largest_force_ev_per_a": 1.82, "total_charge": -2, "homo_ev": -1.3, "e_lumo_ev": 3.42, "orbital_gap_ev": 4.7084}


No. 3
{"formula": "C31H30HfN4O3PSe2Te2", "method": "ωB97M-V/def2-TZVPD", "species": ["Hf", "N", "C", "C", "O", "O", "H", "H", "H", "H", "N", "C", "C", "C", "C", "C", "C", "C", "C", "N", "C", "H", "H", "H", "H", "H", "H", "H", "H", "Se", "Te", "Te", "Se", "N", "P", "C", "C", "C", "C", "C", "C", "C", "C", "C", "C", "C", "C", "C", "C", "C", "C", "C", "C", "H", "H", "H", "H", "H", "H", "H", "H", "H", "H", "H", "H", "H", "H", "H", "C", "C", "O", "H", "H", "H"], "coordinates": [[-0.1282, 0.1112, 0.0004], [-0.5652, 2.8237, 0.2824], [-0.4314, 3.3113, -1.1041], [0.4868, 2.3697, -1.9356], [1.2489, 2.8401, -2.7520], [0.3305, 1.1181, -1.6868], [-1.4500, 3.1688, 0.6666], [0.1627, 3.2431, 0.8624], [-0.0431, 4.3355, -1.1614], [-1.4202, 3.2935, -1.5873], [1.4287, -1.7622, -0.5217], [2.8008, -1.4986, -0.7105], [3.6779, -2.4824, -1.1184], [5.0315, -2.2037, -1.3031], [5.5110, -0.9340, -1.1130], [4.6414, 0.1083, -0.7428], [5.0567, 1.4487, -0.6218], [4.1282, 2.4067, -0.3026], [2.8087, 2.0171, -0.0755], [2.3747, 0.7775, -0.1515], [3.2691, -0.1760, -0.5077], [1.1874, -1.7820, 0.4897], [1.2039, -2.6989, -0.8768], [3.3055, -3.4826, -1.2916], [5.6979, -3.0020, -1.5961], [6.5555, -0.7057, -1.2662], [6.0906, 1.7035, -0.8050], [4.3903, 3.4511, -0.2405], [2.0775, 2.7812, 0.1534], [-2.4040, 0.7312, -0.7231], [-4.8416, 0.6967, -1.1819], [-3.1521, -1.9964, -3.3118], [-1.3982, -1.0636, -1.8488], [0.5841, 0.1025, 1.8775], [0.1113, 0.6504, 3.2160], [-0.5959, -0.4668, 4.4909], [-0.5914, -1.8406, 4.3071], [-1.1010, -2.6744, 5.2882], [-1.6197, -2.1346, 6.4532], [-1.6367, -0.7591, 6.6343], [-1.1302, 0.0736, 5.6560], [-1.2469, 1.8950, 3.1310], [-2.4325, 1.3962, 2.5901], [-3.5073, 2.2284, 2.3267], [-3.3988, 3.5792, 2.6258], [-2.2302, 4.0806, 3.1807], [-1.1488, 3.2480, 3.4251], [1.4829, 1.4744, 4.1194], [2.0352, 1.0469, 5.3196], [3.2140, 1.6106, 5.7795], [3.8598, 2.5899, 5.0426], [3.3281, 3.0071, 3.8321], [2.1541, 2.4422, 3.3811], [-0.1980, -2.2493, 3.3866], [-1.0895, -3.7458, 5.1464], [-2.0064, -2.7854, 7.2260], [-2.0442, -0.3389, 7.5440], [-1.1436, 1.1492, 5.7845], [-2.5125, 0.3260, 2.4177], [-4.4157, 1.8328, 1.8915], [-4.2326, 4.2397, 2.4345], [-2.1571, 5.1302, 3.4274], [-0.2359, 3.6391, 3.8600], [1.5455, 0.2748, 5.8977], [3.6401, 1.2709, 6.7145], [4.7898, 3.0111, 5.3980], [3.8359, 3.7550, 3.2377], [1.7415, 2.7355, 2.4250], [-2.7735, -2.1539, 0.9611], [-1.3163, -1.6987, 0.7704], [-0.4411, -2.5278, 1.1218], [-2.7902, -3.0135, 1.6351], [-3.1847, -2.4700, -0.0067], [-3.4189, -1.3575, 1.3433]], "forces_ev_per_angstrom": [[2.16, -0.49, 2.23], [0.34, 0.09, -0.02], [0.18, -0.09, -0.43], [-0.51, 0.67, 0.11], [0.32, 0.21, -0.27], [0.64, 1.25, -1.17], [0.26, -0.43, 0.00], [-0.23, -0.08, -0.08], [0.00, -0.22, -0.02], [0.31, -0.05, 0.20], [0.21, 0.11, 0.48], [0.31, -0.38, -0.19], [-0.68, 0.34, 0.19], [0.49, 0.41, 0.00], [0.12, -0.34, -0.15], [-0.42, -0.02, 0.15], [-0.39, 0.29, 0.14], [0.72, -0.27, -0.13], [-0.53, -0.51, 0.07], [0.46, 0.36, -0.07], [0.41, -0.02, -0.15], [0.15, -0.77, -0.06], [-0.35, 0.68, 0.22], [-0.06, -0.07, 0.02], [0.07, -0.02, -0.04], [0.12, 0.00, -0.03], [0.09, 0.04, -0.02], [0.04, 0.08, 0.02], [-0.06, -0.03, 0.04], [-3.19, 1.75, -0.76], [-0.25, 0.02, 0.37], [-0.08, -0.46, -0.10], [-0.91, -1.92, -3.17], [0.19, 0.17, 0.50], [-0.50, 0.62, 1.70], [0.24, 0.09, -0.40], [0.21, 0.00, -0.25], [-0.08, -0.07, 0.18], [0.03, -0.11, 0.02], [-0.06, 0.07, 0.20], [0.03, 0.08, -0.08], [0.24, -0.33, -0.24], [-0.05, -0.26, 0.33], [-0.03, -0.01, 0.14], [0.03, 0.06, 0.00], [-0.04, 0.21, 0.03], [0.17, -0.17, 0.15], [-0.06, -0.27, -0.35], [-0.26, 0.02, 0.02], [0.15, 0.04, 0.13], [0.11, -0.03, 0.05], [0.09, 0.11, 0.04], [-0.13, 0.13, -0.11], [0.02, -0.03, -0.12], [-0.02, -0.06, -0.05], [-0.05, -0.02, 0.02], [-0.03, 0.02, 0.03], [-0.05, 0.04, 0.07], [-0.06, 0.13, -0.17], [0.05, -0.04, -0.04], [-0.04, 0.05, -0.04], [-0.01, 0.11, 0.00], [-0.03, 0.07, -0.02], [0.00, -0.05, 0.00], [0.01, 0.00, 0.03], [0.04, 0.04, 0.05], [0.02, 0.04, -0.01], [0.06, 0.02, -0.07], [0.31, 0.04, -0.23], [0.16, -0.69, 1.00], [-0.46, -0.21, 0.04], [0.05, 0.01, 0.03], [-0.04, 0.11, 0.12], [0.06, -0.05, -0.10]], "mulliken_charge": [1.48, -0.51, -0.70, 0.63, -0.76, -0.45, 0.20, 0.17, 0.41, 0.36, -0.06, 0.70, -0.62, -0.72, -0.89, 0.48, -0.89, -1.54, -0.13, 0.52, -0.26, 0.43, 0.30, 0.41, 0.39, 0.40, 0.40, 0.53, 0.58, -0.48, -0.26, -0.30, -0.58, 0.20, 1.63, 0.43, -0.44, -0.66, -0.46, -0.72, -0.51, 0.18, -0.51, -0.54, -0.69, -0.60, -0.02, 0.00, -0.73, -0.70, -0.61, -0.88, -0.20, 0.36, 0.44, 0.37, 0.40, 0.41, 0.10, 0.50, 0.40, 0.42, 0.41, 0.37, 0.41, 0.38, 0.43, 0.46, -1.46, 1.11, -0.75, 0.35, 0.27, 0.21], "total_energy_ha": -7372.47794, "largest_force_ev_per_a": 3.82, "total_charge": -1, "homo_ev": -3.1, "e_lumo_ev": 1.75, "orbital_gap_ev": 4.8666}